## A
This record from the Open Molecules 2025 dataset describes a cluster of 12 separate species, C12H48N24O12 in total. The level of theory is the ωB97M-V functional and the def2-TZVPD basis.

```
96
Properties=species:S:1:pos:R:3:lowdin_charge:R:1
N -0.058 5.861 -2.755 0.162
C 0.261 4.881 -1.918 -0.834
N -0.744 4.453 -1.256 0.183
O 1.390 4.566 -1.703 0.048
H 0.601 6.429 -3.268 0.119
H -1.051 6.028 -2.832 0.099
H -1.667 4.714 -1.572 0.123
H -0.405 3.727 -0.641 0.116
N -2.518 -0.403 -1.492 0.215
C -2.773 -1.327 -2.354 -0.690
N -4.019 -1.406 -2.759 0.181
O -1.917 -2.086 -2.896 -0.069
H -1.574 -0.088 -1.319 0.105
H -3.364 -0.110 -1.023 0.070
H -4.141 -1.896 -3.634 0.117
H -4.711 -0.714 -2.511 0.095
N -2.793 -0.860 3.017 0.164
C -3.954 -1.392 2.784 -0.788
N -4.444 -1.683 3.923 0.153
O -4.425 -1.717 1.691 0.027
H -2.252 -0.615 2.200 0.047
H -2.259 -0.724 3.864 0.123
H -4.137 -1.140 4.717 0.111
H -5.218 -2.308 4.099 0.122
N -1.490 -4.781 -4.044 0.149
C -1.151 -5.415 -2.947 -0.743
N -1.098 -4.561 -1.938 0.161
O -0.819 -6.611 -2.880 -0.023
H -1.719 -3.797 -4.041 0.068
H -1.183 -5.257 -4.880 0.107
H -1.516 -3.646 -2.027 0.051
H -0.463 -4.744 -1.174 0.048
N 2.126 2.649 4.052 0.164
C 2.696 1.885 3.195 -0.882
N 3.210 2.437 2.214 0.201
O 2.596 0.680 3.317 0.033
H 1.418 2.337 4.701 0.119
H 2.228 3.640 3.885 0.100
H 3.507 1.685 1.610 0.100
H 3.173 3.425 2.005 0.129
N -2.908 4.297 4.437 0.159
C -2.817 3.646 3.291 -0.651
N -1.573 3.732 2.783 0.183
O -3.732 2.884 2.950 0.006
H -3.792 4.322 4.925 0.124
H -2.157 4.898 4.744 0.107
H -1.340 3.194 1.961 0.106
H -0.941 4.262 3.366 0.100
N 0.609 -1.254 -0.116 0.209
C 0.102 -0.218 0.544 -0.699
N 0.924 0.807 0.597 0.199
O -1.070 -0.174 0.886 -0.018
H 0.101 -2.110 -0.286 0.115
H 1.579 -1.161 -0.380 0.061
H 0.555 1.632 1.048 0.099
H 1.867 0.835 0.237 0.059
N 1.444 1.491 -3.838 0.200
C 2.068 0.608 -3.139 -0.801
N 2.357 -0.491 -3.763 0.194
O 2.287 0.769 -1.977 0.031
H 1.038 2.199 -3.243 0.112
H 1.409 1.456 -4.847 0.123
H 3.120 -0.873 -3.222 0.112
H 2.062 -0.937 -4.620 0.126
N -5.410 2.679 0.421 0.183
C -4.791 1.669 0.023 -0.861
N -4.010 1.235 0.978 0.184
O -4.959 1.157 -1.012 0.070
H -6.065 3.036 -0.260 0.127
H -5.400 2.936 1.397 0.106
H -3.674 0.283 1.000 0.057
H -3.813 1.767 1.814 0.026
N 3.360 -2.793 -0.175 0.176
C 4.124 -1.719 -0.121 -0.779
N 5.257 -1.918 -0.728 0.172
O 3.727 -0.665 0.269 0.054
H 3.592 -3.523 -0.833 0.106
H 2.407 -2.850 0.156 0.074
H 5.666 -0.999 -0.822 0.072
H 5.691 -2.734 -1.136 0.119
N 4.168 2.571 -0.577 0.161
C 5.445 2.220 -0.312 -0.743
N 5.790 1.189 -1.038 0.146
O 6.227 2.930 0.276 0.038
H 3.749 3.475 -0.417 0.103
H 3.549 1.854 -0.927 0.043
H 6.733 0.835 -0.961 0.122
H 5.226 0.998 -1.853 0.112
N -0.166 -6.039 1.474 0.194
C 0.927 -5.845 0.829 -0.788
N 1.860 -6.656 1.054 0.192
O 1.048 -4.905 0.035 -0.012
H -0.878 -5.351 1.272 0.128
H -0.358 -6.692 2.219 0.123
H 2.654 -6.713 0.432 0.133
H 1.790 -7.359 1.775 0.124
```

Properties
**Total charge**: 0
**SMILES string**: NC(N)=O.NC(N)=O.NC(N)=O.NC(N)=O.NC(N)=O.NC(N)=O.NC(N)=O.NC(N)=O.NC(N)=O.NC(N)=O.NC(N)=O.NC(N)=O
**E_LUMO**: -0.19 eV

***

## B
This record from the Open Molecules 2025 dataset describes a cluster of 12 separate species, C12H48N24O12 in total. The level of theory is the ωB97M-V functional and the def2-TZVPD basis.

```
96
Properties=species:S:1:pos:R:3:lowdin_charge:R:1
N 1.085 3.267 3.002 0.155
C -0.100 3.948 2.898 -0.683
N -1.116 3.045 2.619 0.145
O -0.248 5.141 3.036 0.036
H 1.896 3.795 3.268 0.109
H 1.129 2.310 2.702 0.038
H -0.819 2.101 2.437 0.034
H -2.069 3.323 2.518 0.080
N -1.561 -0.784 -2.456 0.157
C -1.121 -0.450 -3.712 -0.661
N -1.789 -1.057 -4.740 0.144
O -0.247 0.387 -3.885 0.034
H -2.421 -1.282 -2.314 0.110
H -1.197 -0.243 -1.689 0.065
H -2.743 -1.343 -4.605 0.108
H -1.550 -0.706 -5.652 0.119
N 0.411 -1.303 0.442 0.223
C 0.556 0.029 0.452 -0.606
N 0.668 0.632 -0.777 0.183
O 0.759 0.736 1.464 -0.055
H 0.238 -1.653 -0.494 0.052
H 0.223 -1.838 1.276 0.070
H 0.509 0.046 -1.581 0.055
H 0.507 1.624 -0.743 0.087
N 2.203 4.746 -3.164 0.156
C 2.359 3.462 -3.611 -0.670
N 1.466 2.563 -3.093 0.152
O 3.309 3.138 -4.304 0.021
H 2.961 5.367 -3.370 0.101
H 1.458 4.941 -2.522 0.049
H 1.549 1.639 -3.477 0.029
H 0.650 2.804 -2.546 0.035
N 2.738 -0.192 -3.449 0.147
C 4.057 -0.355 -3.797 -0.671
N 4.270 -1.195 -4.872 0.141
O 4.972 0.172 -3.206 0.046
H 1.991 -0.645 -3.937 0.076
H 2.718 0.165 -2.509 0.090
H 5.237 -1.285 -5.121 0.096
H 3.550 -1.589 -5.444 0.081
N -3.231 -3.765 4.051 0.182
C -2.468 -4.073 2.975 -0.648
N -2.298 -3.063 2.067 0.173
O -1.865 -5.139 2.848 -0.008
H -3.330 -4.515 4.713 0.111
H -3.959 -3.069 4.013 0.094
H -2.861 -2.228 2.138 0.075
H -2.086 -3.261 1.102 0.100
N 1.867 -2.329 5.150 0.168
C 1.281 -1.555 4.197 -0.653
N 1.987 -0.476 3.803 0.188
O 0.224 -1.912 3.657 -0.035
H 2.734 -2.073 5.583 0.101
H 1.386 -3.161 5.438 0.109
H 2.888 -0.235 4.172 0.109
H 1.564 0.194 3.173 0.060
N -2.967 2.657 -1.757 0.174
C -2.078 3.538 -1.235 -0.637
N -2.526 4.244 -0.153 0.182
O -0.958 3.679 -1.726 -0.015
H -2.687 2.063 -2.516 0.097
H -3.896 2.569 -1.390 0.100
H -3.436 4.093 0.235 0.103
H -1.954 5.061 0.002 0.102
N -2.239 -0.792 5.162 0.172
C -2.956 -0.389 4.080 -0.699
N -2.169 -0.057 3.013 0.154
O -4.183 -0.432 4.036 -0.007
H -2.787 -1.029 5.967 0.109
H -1.260 -0.963 4.999 0.070
H -1.183 -0.140 3.210 0.062
H -2.575 0.486 2.277 0.101
N -0.365 -5.891 0.581 0.166
C 0.833 -5.279 0.819 -0.650
N 0.847 -4.400 1.847 0.180
O 1.778 -5.416 0.030 -0.020
H -1.207 -5.643 1.081 0.058
H -0.413 -6.467 -0.238 0.095
H 0.056 -4.316 2.464 0.055
H 1.700 -3.910 2.043 0.106
N 0.284 6.838 -0.620 0.145
C 1.196 6.101 0.111 -0.679
N 1.148 4.754 -0.079 0.164
O 2.153 6.637 0.653 0.024
H -0.212 6.440 -1.398 0.076
H 0.536 7.808 -0.694 0.098
H 0.311 4.287 -0.390 0.038
H 1.885 4.292 0.425 0.107
N -0.317 -3.656 -4.093 0.163
C 0.087 -3.779 -2.788 -0.629
N 0.436 -5.044 -2.405 0.164
O -0.017 -2.836 -2.007 -0.015
H -0.704 -2.747 -4.271 0.040
H -0.162 -4.378 -4.767 0.096
H 0.908 -5.137 -1.495 0.046
H 0.774 -5.648 -3.135 0.099
```

Properties
**Total charge**: 0
**SMILES string**: NC(N)=O.NC(N)=O.NC(N)=O.NC(N)=O.NC(N)=O.NC(N)=O.NC(N)=O.NC(N)=O.NC(N)=O.NC(N)=O.NC(N)=O.NC(N)=O
**E_LUMO**: -0.49 eV

***

Computed stability ranking, most favorable first: B, A

***

## A
This record from the Open Molecules 2025 dataset describes the ion C5H7O2S with charge -1. The level of theory is the ωB97M-V functional and the def2-TZVPD basis.

```
15
Properties=species:S:1:pos:R:3:nbo_charge:R:1
C -0.375 0.449 1.320 -0.615
C -0.433 -0.342 0.037 -0.174
C -1.750 -0.435 -0.789 -0.615
S 0.386 -1.906 0.139 0.041
C 0.887 -0.351 -0.641 -0.446
C 2.407 0.484 -0.001 0.835
O 2.885 -0.049 0.971 -0.732
O 2.768 1.399 -0.706 -0.745
H -1.032 0.075 2.094 0.198
H -0.883 1.382 1.056 0.185
H 0.616 0.792 1.477 0.257
H -2.730 -0.738 -0.288 0.201
H -1.574 -0.891 -1.720 0.217
H -2.183 0.510 -1.225 0.188
H 1.011 -0.380 -1.724 0.206
```

Properties
**Total charge**: -1
**SMILES string**: CC1(C)S[C@@H]1C(=O)[O-]
**E_LUMO**: 3.44 eV

***

## B
This record from the Open Molecules 2025 dataset describes the ion C5H7O2S with charge -1. The level of theory is the ωB97M-V functional and the def2-TZVPD basis.

```
15
Properties=species:S:1:pos:R:3:nbo_charge:R:1
C 0.016 0.894 0.150 0.017
C 0.414 -0.813 -0.355 -0.144
C 0.151 1.966 1.112 -0.471
C -1.061 1.873 0.186 -0.494
C -0.443 -1.443 -1.370 -0.740
O 1.776 -2.987 -0.232 -1.066
O 1.491 -1.694 1.866 -1.047
S 1.900 -1.653 0.433 1.480
H 0.010 1.782 2.172 0.210
H 0.880 2.747 0.915 0.197
H -1.158 2.600 -0.619 0.191
H -2.024 1.618 0.624 0.197
H -0.445 -0.907 -2.322 0.205
H -1.483 -1.540 -1.038 0.205
H -0.023 -2.442 -1.521 0.261
```

Properties
**Total charge**: -1
**E_LUMO (spin up / spin down)**: 3.85 / 3.81 eV

***

Computed stability ranking, most favorable first: A, B